(1)
Here is an isolated molecule of C5H11NO at a distorted geometry from the Open Molecules 2025 dataset. Energies are from ωB97M-V with the def2-TZVPD basis set.

The geometry in XYZ format:
```
18
Properties=species:S:1:pos:R:3:forces:R:3:mulliken_charge:R:1
C -0.28316 -0.23139 1.83276 -0.2 0.2 0.1 -0.1583
O 2.05631 -1.21115 -2.04233 -0.1 -0.4 -0.2 -0.5007
N 0.81593 0.40700 -0.86084 0.4 0.2 0.0 -0.2189
H 1.79021 -2.12965 -2.13438 -0.3 0.1 0.1 0.3070
H -0.90563 1.66437 -0.97090 -0.2 -0.3 0.0 0.3332
H 1.29913 0.45326 -2.85624 0.0 -0.3 -0.3 0.2426
C 0.99035 -0.30176 -2.12310 -0.2 1.6 0.2 -0.4414
C -0.62686 1.02047 1.08331 0.5 -0.2 -0.5 -0.6271
H -0.00498 -0.62265 -2.44247 0.3 -0.9 0.0 0.3114
C -0.53779 0.77328 -0.43667 0.8 -0.1 -0.2 -0.6485
H -1.62106 1.43984 1.23695 -0.1 -0.3 0.5 0.3578
H -0.81510 -1.89880 2.99504 0.1 0.3 0.1 0.2554
H 0.75110 -0.55057 1.73151 -0.1 0.0 0.0 0.2922
H -1.12782 -0.11236 -0.68825 -0.4 0.3 0.1 0.4418
H -2.17381 -0.73495 2.62162 -0.2 0.3 0.1 0.2670
H 0.11021 1.75375 1.43030 -0.1 0.3 -0.5 0.2650
C -1.11979 -0.94685 2.56158 0.0 -0.9 -0.2 -0.7125
H 1.40275 1.22817 -0.93787 -0.1 0.0 0.5 0.2341
```
Forces are in eV/Å.

- Net charge: 0
- Orbital gap: 9.959 eV
- Total energy: -8899.5128 eV

---

(2)
Here is a 2-piece molecular cluster, C5H11NO overall from the Open Molecules 2025 dataset. Energies are from ωB97M-V with the def2-TZVPD basis set.

The geometry in XYZ format:
```
18
Properties=species:S:1:pos:R:3:forces:R:3:mulliken_charge:R:1
H 1.20986 -1.43973 -0.58301 0.0 0.1 0.0 0.2083
H -1.70607 -0.94668 -1.33208 0.1 0.0 0.1 0.2842
H -0.55528 -2.08467 -0.61920 -0.1 0.1 0.1 0.3474
N 1.51593 -0.65265 -0.02321 0.3 0.1 -0.1 0.0669
H -2.40863 1.13954 0.01108 0.1 -0.1 0.1 0.3544
H 3.20166 -0.36510 -1.16951 0.0 -0.1 0.2 0.2676
H 0.92949 1.47711 -1.49803 -0.1 0.1 -0.1 0.1550
C 2.60078 -0.04069 -0.32742 -0.1 -0.2 0.1 -0.4439
H -2.09322 -1.79277 0.15867 0.1 0.0 -0.1 0.3183
H -1.24624 1.78784 1.19591 -0.1 -0.2 0.0 0.3120
C -0.74656 -0.15231 0.44091 0.0 0.0 0.2 0.4057
C 0.54116 0.04386 0.88232 -0.1 0.0 -0.2 0.5774
C -1.27760 -1.29430 -0.38106 0.0 -0.1 0.0 -1.3126
O 1.05800 0.86978 1.64330 0.0 0.0 -0.2 -0.7260
H -2.40243 0.53146 1.67060 0.0 0.0 -0.1 0.3418
H 0.29917 1.20064 -1.19248 0.1 0.2 -0.1 -0.1476
H 2.83451 0.83771 0.26719 0.0 -0.2 0.0 0.3466
C -1.75456 0.88097 0.85601 -0.1 0.0 0.1 -1.3554
```
Forces are in eV/Å.

- Net charge: 0
- Orbital gap (spin up / spin down): 6.946 / 6.942 eV
- Total energy: -8897.9463 eV

---

(3)
Here is a 2-piece molecular cluster, C5H11NO overall at a distorted geometry from the Open Molecules 2025 dataset. Energies are from ωB97M-V with the def2-TZVPD basis set.

The geometry in XYZ format:
```
18
Properties=species:S:1:pos:R:3:forces:R:3:mulliken_charge:R:1
H -0.03105 2.59916 -2.79122 0.1 -0.1 -0.3 0.3112
N 0.82120 0.46503 1.38918 0.2 0.4 0.7 -0.4159
H -1.54635 -1.51363 2.38512 0.1 -0.7 0.1 0.3153
H -1.44462 2.43650 -2.42235 -0.9 -0.1 0.7 0.3101
C 1.22489 -0.26565 -1.64317 -0.1 0.2 0.0 -0.9495
H -0.88200 -0.25708 3.25024 0.7 0.1 0.1 0.4170
H 1.42293 -0.03242 -2.68221 0.0 0.3 0.1 0.3218
H 2.03204 -0.21538 -0.92982 0.3 -0.3 -0.1 0.3719
C -0.57152 -1.07405 2.59612 -1.3 -0.2 -0.9 -1.2661
O -0.90214 2.49015 -3.19363 0.8 0.1 -0.3 -0.6398
H -0.91362 -2.06071 0.00281 -0.5 0.2 0.4 0.2930
C -0.07297 -0.59252 1.26248 0.8 0.9 -0.3 0.6689
H 0.80879 0.95594 2.26422 -0.1 0.0 0.1 0.2123
C -0.00070 -0.61002 -1.25787 0.2 0.4 0.1 -0.3704
C -0.39881 -1.10845 0.06942 -0.1 -0.4 -0.3 -0.3814
H 1.14094 1.06327 0.64889 -0.3 -0.4 -0.5 0.1689
H -0.78366 -0.48688 -2.00021 -0.1 -0.5 0.0 0.3665
H 0.09666 -1.79326 3.05200 0.1 0.1 0.3 0.2663
```
Forces are in eV/Å.

- Net charge: 0
- Orbital gap: 8.721 eV
- Total energy: -8899.7256 eV

---

(4)
Here is a 2-piece molecular cluster, C5H11NO overall from the Open Molecules 2025 dataset. Energies are from ωB97M-V with the def2-TZVPD basis set.

The geometry in XYZ format:
```
18
Properties=species:S:1:pos:R:3:forces:R:3:mulliken_charge:R:1
C 1.49019 -0.93723 -0.83909 0.2 -0.2 0.0 -1.2492
H 0.56522 0.59723 2.81346 0.0 -0.1 0.0 0.2600
C 0.46135 0.85332 1.75073 -0.4 0.1 0.0 -0.3752
H -0.68849 -0.78888 -2.32719 0.1 0.1 0.0 0.3069
H 0.82535 -1.55189 -0.22853 -0.1 0.1 -0.1 0.3132
H 1.68934 -1.50959 -1.74885 0.0 0.0 0.0 0.4173
N -0.56208 0.55494 1.06657 0.2 0.2 0.4 -0.2041
C -1.64427 -0.18758 1.70393 -0.4 0.4 -0.3 -0.9933
H 2.44064 -0.80494 -0.31487 -0.2 0.2 -0.1 0.3115
H -1.29041 -0.80970 2.50614 0.2 -0.4 0.5 0.3879
C -0.47747 0.23789 -2.02052 0.0 0.0 -0.1 -1.0993
H -2.15652 -0.80921 0.96391 0.2 0.0 0.0 0.2959
H -1.33908 0.59744 -1.44591 0.5 0.0 0.1 0.2497
H -2.42811 0.47971 2.10003 0.4 0.0 -0.2 0.3205
H -0.38497 0.87036 -2.90175 -0.1 0.0 -0.1 0.3673
O 1.37442 1.43707 -1.11192 -0.1 -0.5 0.0 -0.5896
C 0.83726 0.35868 -1.25808 -0.1 0.3 -0.2 0.9873
H 1.28763 1.41236 1.29194 -0.4 -0.2 0.0 0.2931
```
Forces are in eV/Å.

- Net charge: 0
- Orbital gap: 10.290 eV
- Total energy: -8899.8774 eV

---

(5)
Here is an isolated molecule of C5H11NO from the Open Molecules 2025 dataset. Energies are from ωB97M-V with the def2-TZVPD basis set.

The geometry in XYZ format:
```
18
Properties=species:S:1:pos:R:3:forces:R:3:mulliken_charge:R:1
H -3.30502 0.12599 -0.15009 0.1 -0.1 0.0 0.3420
O 1.45678 0.99194 -0.43584 0.0 0.1 0.0 -0.3848
H 1.22019 -0.90510 -1.20808 -0.1 0.1 0.0 0.3691
H 3.28388 -0.00655 -0.38482 -0.1 0.1 0.0 0.3042
C -2.55567 -0.22956 0.56244 -0.2 0.0 0.0 -0.9242
H 0.10408 -1.75569 0.86340 0.2 0.2 0.0 0.2618
N -1.32294 -0.50862 -0.10588 -0.1 -0.3 0.0 0.0309
H 0.08564 -0.07785 1.49626 -0.1 0.0 -0.2 0.3323
C -0.07297 -0.70479 0.59979 0.1 -0.1 0.1 -0.8331
C 0.66505 -0.14359 -0.64212 0.0 -0.2 -0.1 0.2982
H -0.86884 1.29864 -1.28309 0.0 -0.1 0.2 0.3002
H -2.47656 0.51906 1.36999 0.1 0.0 -0.1 0.3263
H -0.96626 -0.24431 -2.18762 0.1 0.2 0.1 0.2275
C 2.67290 0.69484 0.20524 0.3 0.0 0.1 -0.7562
C -0.71898 0.20931 -1.21892 0.0 0.1 -0.2 -0.7091
H -2.93798 -1.15758 1.00282 -0.1 0.1 0.1 0.2641
H 2.51709 0.25916 1.20438 0.0 0.1 -0.2 0.2950
H 3.21961 1.63471 0.31214 -0.1 -0.1 0.0 0.2560
```
Forces are in eV/Å.

- Net charge: 0
- Orbital gap: 9.227 eV
- Total energy: -8899.1701 eV

---

(6)
Here is an isolated molecule of C5H11NO from the Open Molecules 2025 dataset. Energies are from ωB97M-V with the def2-TZVPD basis set.

The geometry in XYZ format:
```
18
Properties=species:S:1:pos:R:3:forces:R:3:mulliken_charge:R:1
C 0.16236 -0.48147 1.48928 -0.5 0.3 0.2 -0.4052
H 0.41864 1.68723 1.44544 0.0 -0.2 0.1 0.2992
H -0.40265 -1.21077 2.08121 0.1 0.0 -0.1 0.3057
C 0.35392 -1.51633 -0.70724 -0.3 -0.1 -0.3 -0.5737
O -1.51830 0.30304 -2.15432 -0.1 -0.1 0.2 -0.5485
H 0.30299 0.70893 -2.94292 0.0 0.0 0.1 0.3287
H -1.82469 0.05903 -1.26390 0.0 0.0 -0.1 0.3892
H -0.18868 1.81655 -1.64907 0.0 -0.2 0.0 0.2276
C 0.53641 -0.05870 -0.92354 0.1 0.2 -0.1 0.3193
N -0.33681 -0.55297 0.12552 0.0 0.0 0.2 -0.3601
H -0.26813 -2.11892 -1.36298 0.1 0.1 0.0 0.2422
H 1.17667 -2.01625 -0.20369 0.0 -0.2 -0.3 0.2710
H 1.21355 -0.80744 1.50690 0.0 0.4 0.2 0.2930
H 0.29853 0.99931 3.07971 0.0 0.0 -0.1 0.3812
H -1.14200 1.17688 2.07564 0.3 -0.3 -0.1 0.2979
C -0.20248 0.75854 -1.97275 0.4 0.1 -0.1 -0.7096
C -0.07261 0.91962 2.05466 0.0 0.1 0.1 -1.1588
H 1.51854 0.33124 -0.64371 -0.2 0.0 0.1 0.4009
```
Forces are in eV/Å.

- Net charge: 0
- Orbital gap: 10.616 eV
- Total energy: -8899.6993 eV

---

Which value of net charge does entry 5 give?
0

---

Copy entry 1 word for word.
Here is an isolated molecule of C5H11NO at a distorted geometry from the Open Molecules 2025 dataset. Energies are from ωB97M-V with the def2-TZVPD basis set.

The geometry in XYZ format:
```
18
Properties=species:S:1:pos:R:3:forces:R:3:mulliken_charge:R:1
C -0.28316 -0.23139 1.83276 -0.2 0.2 0.1 -0.1583
O 2.05631 -1.21115 -2.04233 -0.1 -0.4 -0.2 -0.5007
N 0.81593 0.40700 -0.86084 0.4 0.2 0.0 -0.2189
H 1.79021 -2.12965 -2.13438 -0.3 0.1 0.1 0.3070
H -0.90563 1.66437 -0.97090 -0.2 -0.3 0.0 0.3332
H 1.29913 0.45326 -2.85624 0.0 -0.3 -0.3 0.2426
C 0.99035 -0.30176 -2.12310 -0.2 1.6 0.2 -0.4414
C -0.62686 1.02047 1.08331 0.5 -0.2 -0.5 -0.6271
H -0.00498 -0.62265 -2.44247 0.3 -0.9 0.0 0.3114
C -0.53779 0.77328 -0.43667 0.8 -0.1 -0.2 -0.6485
H -1.62106 1.43984 1.23695 -0.1 -0.3 0.5 0.3578
H -0.81510 -1.89880 2.99504 0.1 0.3 0.1 0.2554
H 0.75110 -0.55057 1.73151 -0.1 0.0 0.0 0.2922
H -1.12782 -0.11236 -0.68825 -0.4 0.3 0.1 0.4418
H -2.17381 -0.73495 2.62162 -0.2 0.3 0.1 0.2670
H 0.11021 1.75375 1.43030 -0.1 0.3 -0.5 0.2650
C -1.11979 -0.94685 2.56158 0.0 -0.9 -0.2 -0.7125
H 1.40275 1.22817 -0.93787 -0.1 0.0 0.5 0.2341
```
Forces are in eV/Å.

- Net charge: 0
- Orbital gap: 9.959 eV
- Total energy: -8899.5128 eV

---

The lowest total energy belongs to which entry?
number 4